Entry 1:
C40H80ClF3N5O7 | wB97M-V/def2-TZVPD

```
136
Properties=species:S:1:pos:R:3:mulliken_charge:R:1
C 2.2076 3.2266 2.6158 -1.18
C 2.7899 2.5739 1.3235 -0.14
O 2.6066 1.1292 1.4408 -0.58
C 2.3229 3.1072 -0.0567 -1.48
C 0.7490 3.1201 -0.3305 1.46
C 0.7323 2.9662 -1.9162 -0.34
F 1.0441 1.6979 -2.3194 -0.21
F 1.6891 3.7882 -2.4658 -0.27
F -0.4307 3.3074 -2.5190 -0.16
N 0.0943 1.9409 0.2911 0.85
C -1.3863 1.8204 0.1931 0.12
C -1.9819 1.0213 -1.0174 -1.15
C -1.2280 -0.2586 -1.5303 -0.60
N -1.2121 -0.3280 -3.0303 -0.74
C -1.7738 0.9614 1.4955 -1.73
C -0.9157 -0.3581 1.6982 -0.60
C -1.8056 -1.6901 1.8109 -0.75
Cl -1.1169 -3.0063 0.7348 -0.30
C -2.1096 3.2399 0.3874 0.20
O -2.6882 3.7604 -0.8472 -0.35
C -3.3311 4.9134 -0.6565 0.57
N -3.6613 5.9793 -0.4291 -0.52
C -3.3239 3.1869 1.3866 0.27
C -4.5808 2.5344 1.0547 -0.45
C -5.6456 2.5268 2.0071 -0.48
N -5.7010 3.0184 3.2743 -0.59
C -4.4946 3.5778 3.5506 -0.54
C -3.3289 3.7253 2.7336 -0.33
N -1.1262 4.1425 0.9807 -0.03
C 0.0161 4.4532 0.0465 -0.58
C 0.8373 5.5753 0.7720 -1.48
H 2.6591 4.2531 2.7151 0.33
H 1.0987 3.3781 2.6348 0.18
H 2.5239 2.6786 3.5440 0.43
H 3.9070 2.7136 1.3716 0.43
H 2.2310 0.9507 2.3184 0.34
H 2.7749 2.3866 -0.7986 0.43
H 2.8115 4.0763 -0.2910 0.60
H 0.6372 1.1134 0.0004 1.15
H 0.2650 2.0290 1.3096 0.48
H -2.9957 0.6715 -0.6799 0.72
H -2.2036 1.6283 -1.9355 0.81
H -0.1745 -0.4057 -1.1834 0.32
H -1.8100 -1.1642 -1.2109 0.24
H -0.3893 -0.8998 -3.2528 0.22
H -1.0210 0.6034 -3.4079 0.31
H -1.5830 1.5516 2.4364 0.41
H -2.8335 0.6083 1.4409 0.56
H -0.1548 -0.5845 0.9190 0.42
H -0.3600 -0.3135 2.6762 0.31
H -2.8849 -1.5126 1.6024 0.48
H -1.7111 -2.1031 2.8464 0.24
H -4.7129 2.0481 0.0647 0.35
H -6.5952 2.0379 1.6686 0.38
H -4.4119 3.9871 4.5904 0.43
H -2.4326 4.2464 3.1299 0.30
H -1.5331 5.0048 1.3431 0.72
H -0.4641 4.9856 -0.8218 0.35
H 1.8154 5.8348 0.3107 0.31
H 0.2174 6.5118 0.6504 0.44
H 0.8880 5.4539 1.8860 0.25
C 0.1772 8.9124 -3.0708 -1.05
C 1.0355 9.0374 -1.8236 -0.33
O 2.1428 8.1475 -1.8021 -0.37
C 3.0826 8.2850 -2.8596 -0.30
C 3.7310 9.6566 -2.9235 -1.12
H -0.1939 7.8895 -3.1786 0.23
H -0.6755 9.5915 -3.0147 0.41
H 0.7358 9.1532 -3.9761 0.28
H 0.4264 8.7923 -0.9506 0.34
H 1.3752 10.0680 -1.6830 0.32
H 2.6158 8.0261 -3.8158 0.33
H 3.8574 7.5355 -2.6827 0.31
H 3.0008 10.4463 -3.1066 0.27
H 4.4681 9.6897 -3.7275 0.40
H 4.2316 9.8863 -1.9803 0.31
C -0.3726 -1.0567 7.2634 -1.11
C -0.6115 0.2606 6.5465 -0.37
O -1.3699 0.1297 5.3509 -0.23
C -2.6753 -0.4078 5.4813 -0.18
C -3.5877 0.4027 6.3845 -1.31
H 0.1349 -1.7646 6.6031 0.29
H 0.2435 -0.8998 8.1505 0.41
H -1.3056 -1.5218 7.5839 0.28
H 0.3524 0.6833 6.2551 0.28
H -1.0797 0.9911 7.2136 0.34
H -2.6217 -1.4502 5.8124 0.35
H -3.1009 -0.4249 4.4739 0.24
H -3.2144 0.4475 7.4086 0.35
H -4.5848 -0.0398 6.4109 0.41
H -3.6703 1.4298 6.0210 0.27
C -0.8101 -8.9659 2.9874 -0.90
C -1.9410 -7.9517 3.0188 -0.34
O -1.5835 -6.6836 2.4903 -0.38
C -1.1639 -6.6648 1.1349 0.67
C -2.2176 -7.1705 0.1651 -1.16
H 0.0559 -8.5889 3.5377 0.27
H -1.1310 -9.9069 3.4384 0.39
H -0.4814 -9.1796 1.9691 0.17
H -2.2335 -7.7810 4.0566 0.33
H -2.8287 -8.3387 2.5078 0.30
H -0.2261 -7.2203 1.0221 0.06
H -0.9360 -5.6243 0.8955 -0.37
H -2.4806 -8.2125 0.3531 0.32
H -1.8537 -7.0975 -0.8616 0.39
H -3.1330 -6.5807 0.2551 0.31
C 2.6924 -0.1862 -4.8020 -0.82
C 2.7368 -1.6688 -4.4713 -0.51
O 1.7034 -2.4187 -5.0858 -0.42
C 1.6714 -2.4026 -6.5066 -0.33
C 2.9349 -2.9464 -7.1503 -1.04
H 1.7278 0.2397 -4.5117 0.10
H 3.4861 0.3454 -4.2723 0.39
H 2.8222 -0.0005 -5.8688 0.35
H 2.6086 -1.7943 -3.3934 0.34
H 3.7141 -2.0961 -4.7168 0.37
H 1.4495 -1.3927 -6.8681 0.31
H 0.8264 -3.0271 -6.8023 0.33
H 3.8139 -2.3527 -6.8932 0.27
H 2.8367 -2.9449 -8.2370 0.39
H 3.1225 -3.9695 -6.8173 0.29
C 2.4977 -6.8802 -1.2421 -0.97
C 2.5511 -8.3687 -0.9418 -0.41
O 1.5256 -9.1138 -1.5771 -0.41
C 1.5006 -9.0682 -2.9956 -0.30
C 2.7714 -9.5891 -3.6445 -1.04
H 1.5289 -6.4671 -0.9478 0.21
H 3.2850 -6.3533 -0.6987 0.41
H 2.6308 -6.6725 -2.3050 0.28
H 2.4191 -8.5170 0.1319 0.34
H 3.5328 -8.7841 -1.1919 0.37
H 1.2730 -8.0524 -3.3372 0.27
H 0.6616 -9.6929 -3.3087 0.34
H 3.6446 -8.9944 -3.3706 0.26
H 2.6784 -9.5656 -4.7318 0.39
H 2.9651 -10.6175 -3.3322 0.29
```

## Properties
Energy above the lowest of the compared OMol25 structures with the same formula, charge and spin (kcal/mol): 0.00
HOMO-LUMO gap (eV): 8.32
E_tot (eV): -85224.28565
Net charge: +1



Entry 2:
C40H80O10 | wB97M-V/def2-TZVPD

```
130
Properties=species:S:1:pos:R:3:mulliken_charge:R:1
C -4.3361 -0.5627 -2.6744 -0.11
C -4.3297 -2.0120 -2.1004 -0.01
C -4.5610 -1.7054 -0.6412 -0.33
O -3.9356 -0.4292 -0.4242 -0.20
C -4.4995 0.3011 -1.5298 -0.80
H -5.1281 -0.4525 -3.3874 0.41
H -3.4735 -0.3819 -3.2610 -0.29
H -3.3382 -2.5425 -2.0921 -0.34
H -5.1570 -2.5760 -2.3896 0.48
H -3.8682 -2.5121 -0.0348 -0.33
H -5.4565 -1.8787 -0.2557 0.64
H -3.9729 1.2824 -1.7020 0.37
H -5.4972 0.4301 -1.3698 0.57
C -0.5432 -3.3196 1.0557 4.36
C -1.4829 -4.3852 0.7964 -0.42
C -0.6924 -5.5912 1.3568 -0.91
O -0.0653 -5.1224 2.4711 -0.59
C 0.2689 -3.6693 2.2004 -1.42
H -1.0245 -2.4708 1.3226 -2.11
H 0.1015 -2.9472 0.1941 -1.36
H -1.7372 -4.6989 -0.2478 0.27
H -2.3978 -4.1765 1.3622 0.26
H 0.1459 -5.9879 0.7260 0.28
H -1.4200 -6.4345 1.4328 0.44
H 1.2615 -3.5981 1.8624 0.62
H 0.0137 -2.9759 2.8505 0.63
C 5.8603 -1.3918 1.8625 -0.36
C 5.7539 -2.5889 2.6491 -0.62
C 4.2837 -3.1155 2.5136 -1.07
O 3.6317 -1.7579 2.4528 -0.39
C 4.3812 -1.0460 1.3940 0.74
H 6.5901 -1.6051 1.0736 0.34
H 6.1341 -0.6339 2.6456 0.29
H 6.1359 -2.5085 3.6536 0.30
H 6.1923 -3.5681 2.2969 0.23
H 3.9624 -3.5833 3.3304 0.66
H 4.0995 -3.7352 1.7414 0.52
H 4.0151 0.0053 1.5808 -0.58
H 4.1001 -1.4867 0.3961 -0.05
C 1.0892 0.5453 0.3993 0.21
C -0.4878 0.7642 0.1525 0.79
C -0.6409 0.3991 -1.3336 0.67
O 0.6468 0.2944 -1.7905 -0.28
C 1.5796 -0.3208 -0.8703 -1.39
H 1.1068 -0.0437 1.3793 0.34
H 1.3947 1.5142 0.3825 -0.34
H -0.9048 1.7272 0.5043 -0.18
H -0.7105 -0.2017 0.7262 -0.76
H -1.4361 0.9196 -1.8464 0.37
H -1.2904 -0.6609 -1.3821 -0.66
H 2.4026 0.1043 -1.2545 1.14
H 1.5250 -1.4470 -0.6264 -0.27
C -0.0034 0.8963 -4.9626 0.47
C 0.0985 1.0618 -6.4906 -0.36
C 0.3154 2.5441 -6.7837 -0.68
O 0.9431 3.0401 -5.5972 -0.42
C 0.0795 2.4485 -4.5892 -0.17
H 0.6068 0.3355 -4.3369 0.14
H -0.9079 0.4000 -4.5809 -0.34
H -0.8757 0.4723 -6.9152 0.28
H 0.9670 0.5714 -6.9963 0.24
H -0.6512 2.8421 -7.2143 0.21
H 0.9577 2.6405 -7.5977 0.50
H -0.6515 3.1099 -4.3657 0.42
H 0.5417 2.5838 -3.4931 -0.15
C -2.3421 -1.6936 4.8435 -1.05
C -1.9726 -0.8029 3.7364 -0.13
C -3.0830 -0.7114 2.8450 0.99
O -3.9917 -1.8822 3.2190 -0.59
C -3.1585 -2.7469 4.0564 0.04
H -2.9394 -1.3918 5.7157 0.37
H -1.6338 -2.2028 5.4180 0.53
H -1.0666 -1.0937 3.4502 0.47
H -2.0971 0.1796 4.3899 0.00
H -2.6923 -0.7662 1.8280 -0.84
H -3.9107 -0.0513 2.9269 0.06
H -2.7587 -3.3757 3.3888 -0.26
H -3.9320 -3.3577 4.4367 0.40
C 2.3197 4.2627 1.6024 0.17
C 0.8721 4.5857 1.7355 -0.47
C 0.4661 3.9819 3.0585 -0.68
O 1.1606 2.7622 3.1262 -0.34
C 2.4808 3.1964 2.7429 0.41
H 2.8917 5.1424 1.8582 0.41
H 2.6174 3.7351 0.7302 -0.49
H 0.3043 4.1186 0.9720 0.10
H 0.5065 5.6272 1.7304 0.46
H -0.5800 3.7608 3.0617 0.09
H 0.7045 4.6418 3.7166 0.64
H 2.8402 2.3214 2.2670 -0.54
H 3.4020 3.6558 3.5519 0.22
C 0.4713 -4.9172 -4.0010 -0.90
C 0.6375 -3.3892 -3.9695 -0.37
C -0.4128 -2.9851 -2.8930 0.56
O -1.0562 -4.2091 -2.5167 -0.47
C -0.0536 -5.1644 -2.6278 -0.19
H 1.4137 -5.5251 -4.1111 0.33
H -0.1491 -5.3037 -4.7571 0.36
H 0.5252 -2.9153 -5.0028 0.29
H 1.6254 -3.1772 -3.4857 0.17
H -1.1709 -2.3008 -3.2501 0.24
H 0.1789 -2.6540 -2.1617 -0.45
H -0.3908 -6.2277 -2.3427 0.26
H 0.5457 -4.7820 -1.8019 0.15
C 5.4518 4.2628 -0.5753 -0.50
C 4.6323 3.7643 -1.7846 -0.74
C 4.2061 2.3995 -1.4014 -0.04
O 5.4538 1.9323 -0.7225 -0.45
C 5.8695 2.8402 0.0782 -0.46
H 4.8306 4.8319 0.1351 0.20
H 6.4168 4.6347 -0.8316 0.31
H 5.2283 3.8244 -2.6971 0.38
H 3.8957 4.5752 -1.9895 0.32
H 3.9298 2.0110 -2.2503 0.98
H 3.1751 2.2925 -0.8818 -0.46
H 6.9811 2.7189 0.2329 0.42
H 5.5041 2.9119 1.0477 0.19
C -5.1206 3.7238 1.4941 -0.26
C -5.2439 3.0783 2.9160 -0.76
C -3.9427 3.4186 3.4633 0.14
O -3.5275 4.5885 2.7468 -0.40
C -3.7230 4.3333 1.4167 -0.04
H -5.7320 4.7053 1.3622 0.30
H -5.2552 2.9497 0.6553 0.05
H -5.4036 2.0911 3.0651 0.46
H -6.0482 3.5239 3.3839 0.27
H -3.2772 2.6124 3.5768 -0.24
H -3.8370 3.6479 4.6232 0.30
H -2.8030 3.5962 0.9619 -0.21
H -3.9422 5.2791 0.8600 0.41
```

## Properties
Energy above the lowest of the compared OMol25 structures with the same formula, charge and spin (kcal/mol): 388.68
HOMO-LUMO gap (eV): 9.72
E_tot (eV): -63231.31534
Net charge: 0



Entry 3:
C40H80O20 | wB97M-V/def2-TZVPD

```
140
Properties=species:S:1:pos:R:3:mulliken_charge:R:1
C 4.7567 -2.1776 0.4130 -0.66
C 6.1199 -2.3640 1.0578 -0.43
O 5.8848 -2.3356 2.4846 -0.19
C 6.9647 -2.4945 3.2381 0.70
O 8.0978 -2.5546 2.8379 -0.57
O 6.5749 -2.5504 4.5122 -0.30
C 7.5746 -2.9179 5.4698 -0.66
H 4.0919 -2.9838 0.7148 0.40
H 4.8066 -2.1274 -0.6712 0.37
H 4.4059 -1.2265 0.8174 -0.20
H 6.8010 -1.5491 0.8180 0.35
H 6.5551 -3.3305 0.8035 0.41
H 8.5742 -2.7953 5.0692 0.35
H 7.3897 -3.9453 5.7839 0.24
H 7.4204 -2.2843 6.3417 0.21
C -4.2060 1.4512 -1.0597 -0.05
C -5.1577 2.0050 -2.1135 -0.71
O -6.3794 1.2715 -2.1923 -0.37
C -7.2935 1.5758 -1.2720 0.80
O -7.1960 2.4284 -0.4360 -0.59
O -8.3420 0.7670 -1.4550 -0.34
C -9.4037 0.8634 -0.5122 -0.67
H -4.5521 1.7626 -0.0771 0.69
H -3.2216 1.8523 -1.2991 -0.53
H -4.2122 0.3623 -1.1523 0.15
H -4.6769 1.9320 -3.0881 0.30
H -5.3064 3.0703 -1.9322 0.44
H -10.3100 1.1480 -1.0473 0.24
H -9.2318 1.6325 0.2378 0.35
H -9.5211 -0.1080 -0.0402 0.24
C -0.3855 2.5035 5.8971 -1.28
C -0.0020 1.2388 5.1719 0.96
O -1.1573 0.3708 5.1757 -0.37
C -1.1079 -0.6858 4.3714 0.88
O -0.1242 -1.1625 3.8704 -0.60
O -2.3647 -1.0760 4.1643 -0.34
C -2.5714 -2.3762 3.6147 -0.52
H -0.4621 2.3345 6.9713 0.41
H -1.3183 2.9232 5.5225 0.25
H 0.3806 3.2671 5.7456 0.24
H 0.8232 0.7343 5.6773 0.42
H 0.2719 1.4361 4.1361 -0.71
H -3.5818 -2.3406 3.2183 0.17
H -2.5915 -3.0920 4.4422 0.35
H -1.8242 -2.6788 2.8891 0.25
C -1.9018 -1.9496 -4.4111 -1.32
C -2.2043 -0.5466 -3.9928 0.70
O -0.9774 0.1991 -4.0447 -0.33
C -1.0722 1.4966 -3.7896 0.85
O -2.0898 2.1189 -3.6183 -0.53
O 0.1573 2.0031 -3.7826 -0.32
C 0.2359 3.4159 -3.5987 -0.37
H -1.5002 -2.0187 -5.4272 0.44
H -2.8207 -2.5392 -4.4762 0.40
H -1.2172 -2.4910 -3.7578 -0.02
H -2.6514 -0.5389 -2.9955 -0.46
H -2.9141 -0.0824 -4.6807 0.52
H -0.4465 3.7352 -2.8077 0.06
H 0.0133 3.9422 -4.5226 0.32
H 1.2325 3.6254 -3.2199 0.16
C -2.1425 1.9587 1.7156 0.89
C -2.2202 3.4489 1.9976 -0.59
O -2.9434 4.1998 1.0516 -0.38
C -2.4677 4.3570 -0.1742 0.82
O -1.3779 4.0097 -0.5551 -0.50
O -3.4074 4.9470 -0.9060 -0.36
C -2.9834 5.4190 -2.1741 -0.76
H -1.4923 1.5097 2.4737 -0.44
H -1.7905 1.6878 0.7278 -0.49
H -3.1081 1.5063 1.9599 0.32
H -1.2126 3.8586 2.1489 0.34
H -2.6731 3.5927 2.9786 0.26
H -3.2067 4.6833 -2.9465 0.27
H -1.9324 5.6967 -2.1790 0.32
H -3.5520 6.3223 -2.4023 0.33
C -0.2070 -0.6774 0.7011 1.69
C -0.6029 -0.7077 -0.7819 2.32
C 0.5775 -1.3758 -1.4710 -0.84
O 1.6522 -1.3534 -0.5355 -0.03
C 1.1220 -1.4356 0.7755 -0.58
H -1.0003 -1.0591 1.3427 -0.49
H -0.0859 0.3664 0.9915 -1.11
H -0.8273 0.2833 -1.1888 -0.70
H -1.5336 -1.2510 -0.9618 -1.11
H 0.9039 -0.8927 -2.3913 0.38
H 0.3805 -2.4359 -1.7019 -0.17
H 1.8087 -0.9935 1.4905 0.48
H 0.9043 -2.4768 1.0484 0.18
C -5.3412 -3.9243 -1.0324 -0.66
C -4.5771 -4.0714 0.2819 -0.66
C -3.6907 -2.8049 0.2593 -0.10
O -3.5411 -2.4202 -1.0966 -0.32
C -4.2797 -3.3364 -1.9438 -0.41
H -6.1903 -3.2374 -1.0034 0.26
H -5.7402 -4.8549 -1.4433 0.40
H -3.9878 -4.9858 0.2641 0.32
H -5.2541 -4.0586 1.1337 0.35
H -2.7303 -3.0148 0.7358 -0.03
H -4.2049 -2.0104 0.8112 0.23
H -3.5371 -4.0739 -2.2769 0.24
H -4.6347 -2.7614 -2.7969 0.25
C 5.2651 1.2796 -0.3562 -0.11
C 3.8375 1.2336 -0.8995 0.82
C 3.6925 2.6233 -1.4825 0.10
O 4.9379 2.8930 -2.0888 -0.48
C 5.9639 2.2524 -1.3239 -0.57
H 5.7707 0.3170 -0.3177 -0.03
H 5.2895 1.6862 0.6558 0.01
H 3.1148 0.9492 -0.1375 -0.56
H 3.8250 0.5042 -1.7132 0.12
H 3.4525 3.3537 -0.6897 0.28
H 2.9022 2.7164 -2.2277 -0.20
H 6.4922 3.0183 -0.7441 0.26
H 6.6693 1.7927 -2.0136 0.34
C 3.4561 2.6624 2.6565 -0.38
C 3.4201 3.3806 4.0014 -0.37
C 2.5025 4.5153 3.6333 -0.66
O 1.4147 3.8176 3.0300 -0.35
C 1.9553 2.7478 2.2084 0.82
H 3.8589 1.6509 2.7435 0.27
H 4.1028 3.1649 1.9328 0.13
H 4.3959 3.6686 4.3939 0.43
H 2.9488 2.6962 4.7094 0.10
H 2.9364 5.2002 2.8945 0.34
H 2.1364 5.1109 4.4703 0.34
H 1.8061 3.0325 1.1685 0.15
H 1.4477 1.8239 2.4847 -0.89
C 1.9182 -5.1698 -5.0949 -0.57
C 1.3691 -4.4186 -3.8798 0.34
C 2.5482 -4.3683 -2.8952 -0.32
O 3.5138 -5.2861 -3.4201 -0.48
C 3.4078 -5.1499 -4.8277 -0.49
H 1.6547 -4.6914 -6.0378 0.32
H 1.5257 -6.1842 -5.0838 0.25
H 0.4931 -4.8946 -3.4346 0.18
H 1.0225 -3.4008 -4.0842 -0.20
H 2.3498 -4.7584 -1.8982 0.24
H 2.9974 -3.3743 -2.8127 0.20
H 3.9800 -5.9492 -5.3043 0.34
H 3.9169 -4.2234 -5.1357 0.26
```

## Properties
Energy above the lowest of the compared OMol25 structures with the same formula, charge and spin (kcal/mol): 77.68
HOMO-LUMO gap (eV): 9.96
E_tot (eV): -83726.34606
Net charge: 0